Run A
The following is a DFT calculation (ωB97M-V/def2-TZVPD) of 2 unconnected molecules or ions with the total composition C6H7NO3S.

Calculated values
frontier orbital gap: 9.61 eV
lowest unoccupied orbital energy: 0.7 eV

Each line ends with the natural charge from an NBO analysis.
Geometry (Å):
C: 2.558 -0.346 -0.111  0.173
C: 1.911 -1.523 0.031  -0.566
C: -0.349 -0.056 -0.281  -0.479
C: 0.595 0.868 -0.228  0.255
C: -2.447 -0.042 -0.153  0.872
C: 0.280 2.378 -0.187  -0.639
N: -2.704 -1.213 0.392  -0.851
O: -2.876 0.983 -0.464  -0.515
O: -0.501 -2.328 0.807  -0.998
O: 1.951 0.819 -0.398  -0.473
S: 0.203 -1.802 -0.392  1.229
H: 3.686 -0.348 0.164  0.214
H: 2.452 -2.295 0.562  0.245
H: 0.976 2.861 0.423  0.219
H: -0.741 2.667 -0.024  0.236
H: 0.537 2.787 -1.246  0.217
H: -1.899 -1.860 0.541  0.452
H: -3.632 -1.552 0.563  0.410

Run B
The following is a DFT calculation (ωB97M-V/def2-TZVPD) of a single C6H7NO3S molecule.

Calculated values
frontier orbital gap (alpha / beta): 8.35 / 7.34 eV
lowest unoccupied orbital energy (alpha / beta): -1.1 / -2.2 eV

Each line ends with the natural charge from an NBO analysis.
Geometry (Å):
C: 1.223 0.524 -1.581  -0.318
C: 1.029 1.498 -2.534  0.129
C: 0.253 0.837 -0.506  -0.068
C: -0.411 1.931 -0.947  -0.013
C: -0.004 0.171 0.847  -0.157
C: -1.490 -0.238 0.798  -0.580
N: 0.107 1.159 1.886  -0.427
O: -2.860 2.345 -0.147  -0.847
O: -1.254 4.246 0.088  -0.814
O: 0.053 2.376 -2.180  -0.393
S: -1.566 2.808 0.187  1.854
H: 1.971 -0.268 -1.665  0.242
H: 1.340 1.603 -3.533  0.210
H: 0.504 -0.817 0.995  0.237
H: -1.489 -0.979 0.023  0.199
H: -2.107 0.645 0.526  0.218
H: -1.790 -0.635 1.647  0.207
H: 0.863 1.763 1.948  0.321

Preferred: run A; penalty for the next structure: 0.0576 hartree.

Run A
The following is a DFT calculation (ωB97M-V/def2-TZVPD) of 2 unconnected molecules or ions with the total composition CH5O4P2.

Calculated values
charge: -1
frontier orbital gap (alpha / beta): 5.98 / 7.06 eV
lowest unoccupied orbital energy (alpha / beta): 2.5 / 2.6 eV

Each line ends with the natural charge from an NBO analysis.
Geometry (Å):
C: -1.105 1.377 -0.258  -1.072
O: -1.708 -1.767 1.587  -1.042
O: -0.437 -0.670 -1.964  -1.075
O: 2.018 0.622 1.264  -1.103
O: 2.389 -1.374 -0.390  -1.044
P: 1.920 0.201 -0.132  1.310
P: -0.347 -0.176 -0.551  1.363
H: -2.074 1.612 -0.627  0.247
H: -1.137 1.525 0.796  0.260
H: -0.529 2.096 -0.713  0.241
H: -0.823 -1.499 1.873  0.409
H: 1.833 -1.947 -0.885  0.505

Run B
The following is a DFT calculation (ωB97M-V/def2-TZVPD) of a gas-phase ion, CH5O4P2 (charge -1).

Calculated values
charge: -1
SMILES: C[P@@](=O)([O-])P(O)O
frontier orbital gap: 8.76 eV
lowest unoccupied orbital energy: 4.2 eV

Each line ends with the natural charge from an NBO analysis.
Geometry (Å):
C: -1.097 0.528 1.398  -1.009
P: 0.003 -0.489 0.287  1.776
O: 1.168 -1.018 1.169  -1.132
O: -0.820 -1.526 -0.414  -1.164
P: 0.723 0.954 -1.360  0.919
O: 2.261 0.342 -0.963  -1.032
O: 0.118 0.050 -2.541  -1.044
H: -1.212 1.319 0.746  0.212
H: -1.938 -0.140 1.548  0.228
H: -0.755 0.890 2.333  0.220
H: 1.930 -0.185 -0.139  0.498
H: -0.382 -0.725 -2.063  0.528

Preferred: run B; penalty for the next structure: 0.1324 hartree.

Run A
The following is a DFT calculation (ωB97M-V/def2-TZVPD) of a single C4H4ClF3 molecule.

Calculated values
SMILES: C=C(F)CC(F)(F)Cl
frontier orbital gap: 10.99 eV
lowest unoccupied orbital energy: 0.8 eV

Each line ends with the natural charge from an NBO analysis.
Geometry (Å):
C: 1.274 2.032 -0.216  -0.477
C: 0.027 1.716 -0.515  0.413
F: -0.807 2.628 -1.062  -0.332
C: -0.660 0.433 -0.400  -0.560
C: 0.120 -0.669 0.284  0.700
F: 0.519 -0.324 1.496  -0.307
F: 1.231 -1.078 -0.472  -0.348
Cl: -0.824 -2.174 0.389  -0.040
H: 1.571 3.022 -0.252  0.219
H: 1.954 1.262 0.189  0.227
H: -1.530 0.547 0.185  0.251
H: -1.051 0.028 -1.313  0.255

Run B
The following is a DFT calculation (ωB97M-V/def2-TZVPD) of a molecular structure, C4H4ClF3.

Calculated values
frontier orbital gap: 11.28 eV
lowest unoccupied orbital energy: 0.7 eV

Each line ends with the natural charge from an NBO analysis.
Geometry (Å):
C: 0.528 2.003 0.539  0.226
C: 0.797 1.465 -0.690  -0.341
C: 0.462 -0.090 -0.747  0.098
C: -0.700 -0.551 -0.081  0.122
H: 0.437 1.127 1.629  0.230
H: 0.951 2.168 -1.877  0.258
H: 0.508 -0.434 -1.718  0.213
H: -1.616 0.195 -0.331  0.197
F: 0.575 3.362 0.836  -0.338
F: 1.467 -0.860 -0.222  -0.350
F: -0.633 -0.744 1.270  -0.338
Cl: -1.146 -2.108 -0.517  0.023

Preferred: run A; penalty for the next structure: 0.1428 hartree.

Run A
The following is a DFT calculation (ωB97M-V/def2-TZVPD) of a gas-phase ion, C7H8N5O (charge +1).

Calculated values
charge: +1
SMILES: [NH3+][C@]12C=CN1C(=O)c1[nH]cnc1N2
frontier orbital gap: 8.84 eV
lowest unoccupied orbital energy: -3.5 eV

Each line ends with the natural charge from an NBO analysis.
Geometry (Å):
N: -1.965 -1.163 -1.118  -0.752
C: -1.302 -0.423 0.207  0.503
C: -2.276 0.509 0.883  -0.338
C: -1.824 1.700 0.518  0.075
N: -0.760 1.256 -0.298  -0.411
C: 0.598 1.649 -0.157  0.632
O: 0.930 2.786 -0.332  -0.521
C: 1.506 0.540 0.002  -0.116
N: 2.883 0.484 -0.167  -0.477
C: 3.207 -0.786 0.120  0.235
N: 2.143 -1.591 0.432  -0.465
C: 1.104 -0.744 0.315  0.329
N: -0.212 -1.163 0.577  -0.677
H: -2.981 -1.064 -1.253  0.440
H: -1.798 -2.151 -1.012  0.439
H: -1.521 -0.708 -1.915  0.458
H: -3.220 0.134 1.340  0.236
H: -2.013 2.600 1.007  0.255
H: 3.542 1.337 -0.383  0.480
H: 4.163 -1.195 0.007  0.221
H: -0.206 -2.009 1.226  0.455

Run B
The following is a DFT calculation (ωB97M-V/def2-TZVPD) of a gas-phase ion, C7H8N5O (charge +1).

Calculated values
charge: +1
SMILES: N#C[C@H](C=[NH2+])/C=N\c1cc(=O)[nH][nH]1
frontier orbital gap (alpha / beta): 7.68 / 7.68 eV
lowest unoccupied orbital energy (alpha / beta): -5.0 / -5.0 eV

Each line ends with the natural charge from an NBO analysis.
Geometry (Å):
N: -0.322 -3.986 0.582  -0.181
C: -0.618 -2.925 0.294  0.225
C: -0.997 -1.566 -0.095  -0.472
C: 0.188 -0.981 -0.794  0.283
N: 0.249 -0.968 -2.106  -0.656
C: -1.520 -0.882 1.174  0.232
N: -1.140 0.210 1.649  -0.375
C: -0.256 1.037 1.038  0.369
C: -0.188 1.358 -0.319  -0.458
C: 0.997 2.198 -0.497  0.595
O: 1.475 2.686 -1.487  -0.571
N: 1.547 2.276 0.779  -0.431
N: 0.764 1.611 1.686  -0.339
H: -1.857 -1.650 -0.776  0.288
H: 1.130 -0.967 -0.258  0.247
H: -0.585 -1.037 -2.673  0.423
H: 1.094 -0.686 -2.588  0.445
H: -2.290 -1.430 1.702  0.231
H: -0.984 1.323 -1.035  0.259
H: 2.291 2.893 1.070  0.441
H: 1.023 1.486 2.654  0.446

Preferred: run B; penalty for the next structure: 0.0134 hartree.

Run A
The following is a DFT calculation (ωB97M-V/def2-TZVPD) of a single C4H4O4 molecule.

Calculated values
SMILES: Oc1coc(O)c1O
frontier orbital gap: 7.80 eV
lowest unoccupied orbital energy: 0.1 eV

Each line ends with the natural charge from an NBO analysis.
Geometry (Å):
O: -2.283 0.203 0.155  -0.666
C: -1.034 -0.192 -0.132  0.183
C: -0.760 -1.515 0.024  -0.039
O: 0.649 -1.710 -0.003  -0.397
C: 1.162 -0.510 -0.064  0.561
O: 2.515 -0.348 0.072  -0.666
C: 0.201 0.517 -0.149  0.027
O: 0.744 1.794 -0.034  -0.692
H: -2.564 1.075 -0.240  0.483
H: -1.396 -2.378 -0.118  0.212
H: 2.696 0.608 0.248  0.506
H: 0.069 2.455 0.240  0.488

Run B
The following is a DFT calculation (ωB97M-V/def2-TZVPD) of a molecular structure, C4H4O4.

Calculated values
frontier orbital gap: 7.05 eV
lowest unoccupied orbital energy: -1.6 eV

Each line ends with the natural charge from an NBO analysis.
Geometry (Å):
C: 2.009 -0.462 0.038  -0.719
C: -1.686 -0.157 0.029  0.787
C: -0.168 0.730 -0.784  0.378
C: 0.598 -0.050 0.202  0.493
O: -2.176 0.820 0.819  -0.714
O: -2.306 -0.997 -0.549  -0.627
O: 0.026 1.729 -1.398  -0.452
O: -0.238 -0.717 0.902  -0.421
H: -3.142 0.832 0.726  0.499
H: 2.087 -1.298 -0.663  0.274
H: 2.385 -0.798 1.006  0.256
H: 2.610 0.368 -0.329  0.244

Preferred: run A; penalty for the next structure: 0.0334 hartree.

Run A
The following is a DFT calculation (ωB97M-V/def2-TZVPD) of a gas-phase ion, C5H8NO (charge +1).

Calculated values
charge: +1
SMILES: C[NH2+]C(C)=C=C=O
frontier orbital gap (alpha / beta): 8.17 / 8.17 eV
lowest unoccupied orbital energy (alpha / beta): -5.9 / -5.9 eV

Each line ends with the natural charge from an NBO analysis.
Geometry (Å):
C: -0.304 -1.758 0.116  -0.440
N: 0.112 -0.392 -0.204  -0.521
C: -1.025 0.573 -0.339  0.299
C: -0.574 1.979 -0.268  -0.674
C: -2.260 0.106 -0.377  -0.341
C: -3.418 -0.128 -0.044  0.663
O: -4.641 -0.560 0.378  -0.418
H: -1.054 -2.333 -0.598  0.284
H: 0.571 -2.390 0.298  0.252
H: -0.764 -1.637 1.021  0.230
H: 0.579 -0.327 -1.098  0.441
H: 0.822 0.000 0.382  0.446
H: -1.293 2.753 -0.614  0.293
H: -0.327 2.192 0.784  0.265
H: 0.275 1.934 -0.889  0.222

Run B
The following is a DFT calculation (ωB97M-V/def2-TZVPD) of 2 unconnected molecules or ions with the total composition C5H8NO.

Calculated values
charge: +1
frontier orbital gap: 9.12 eV
lowest unoccupied orbital energy: -4.7 eV

Each line ends with the natural charge from an NBO analysis.
Geometry (Å):
C: -1.392 -0.553 1.265  -0.205
C: -0.853 -0.893 -0.023  -0.062
C: 1.633 -0.456 -0.469  0.349
C: 0.238 0.144 -0.185  -0.034
C: -0.250 1.590 -0.499  -0.636
N: -0.033 -0.538 1.070  -0.322
O: 2.133 -0.192 -1.619  -0.606
H: -1.810 0.462 1.546  0.229
H: -1.546 -1.383 1.899  0.243
H: -1.201 -1.678 -0.648  0.274
H: 1.159 -1.265 1.476  0.463
H: 0.164 2.374 0.229  0.253
H: -1.331 1.585 -0.601  0.244
H: 0.232 1.697 -1.491  0.253
H: 2.858 -0.895 -1.951  0.557

Run C
The following is a DFT calculation (ωB97M-V/def2-TZVPD) of 2 unconnected molecules or ions with the total composition C5H8NO.

Calculated values
charge: +1
frontier orbital gap: 9.95 eV
lowest unoccupied orbital energy: -4.1 eV

Each line ends with the natural charge from an NBO analysis.
Geometry (Å):
C: 1.264 1.517 -1.463  -0.079
C: 0.661 0.529 -1.052  -0.081
C: -1.184 -0.955 -1.184  -0.273
C: -0.637 1.355 1.577  0.312
C: 0.012 -0.627 -0.683  -0.011
N: 0.653 -1.347 0.411  -0.740
O: -0.080 0.408 2.059  -0.563
H: 1.882 2.178 -1.874  0.238
H: -1.598 -0.321 -1.908  0.250
H: -1.579 -1.890 -0.816  0.216
H: -1.180 1.942 2.260  0.162
H: -0.362 1.583 0.524  0.153
H: 1.546 -1.886 0.203  0.464
H: -0.203 -1.957 0.869  0.466
H: 0.806 -0.528 1.078  0.483

Run D
The following is a DFT calculation (ωB97M-V/def2-TZVPD) of a gas-phase ion, C5H8NO (charge +1).

Calculated values
charge: +1
SMILES: CC(=[N+]=O)C1CC1
frontier orbital gap: 8.36 eV
lowest unoccupied orbital energy: -7.0 eV

Each line ends with the natural charge from an NBO analysis.
Geometry (Å):
C: 0.630 2.059 0.064  -0.687
C: 0.729 0.566 0.048  0.231
N: 1.847 -0.010 0.039  0.372
O: 2.684 -0.769 -0.220  -0.016
C: -0.479 -0.257 0.457  -0.284
C: -1.182 -0.964 -0.731  -0.386
C: -0.637 -1.776 0.428  -0.399
H: 0.740 2.649 1.069  0.307
H: -0.450 2.295 -0.304  0.281
H: 1.346 2.516 -0.765  0.276
H: -1.190 0.296 1.242  0.295
H: -0.693 -0.969 -1.760  0.250
H: -2.344 -0.913 -0.784  0.264
H: -1.235 -2.288 1.116  0.261
H: 0.234 -2.435 0.102  0.234

Preferred: run C; penalty for the next structure: 0.0123 hartree.

Run A
The following is a DFT calculation (ωB97M-V/def2-TZVPD) of a molecular structure, C5H8NO.

Calculated values
charge: +1
frontier orbital gap (alpha / beta): 9.46 / 8.50 eV
lowest unoccupied orbital energy (alpha / beta): -6.6 / -6.7 eV

Each line ends with the natural charge from an NBO analysis.
Geometry (Å):
C: -0.316 -0.552 -0.391  0.314
C: 0.793 0.846 0.501  0.617
C: -0.693 0.643 0.402  -0.362
C: -1.544 1.818 -0.254  -0.598
C: 2.119 -1.250 -0.432  -0.451
N: 0.959 -0.389 -0.181  -0.296
O: 1.927 1.554 1.404  -0.328
H: -0.875 -1.433 -0.802  0.275
H: -1.134 0.407 1.321  0.286
H: -1.243 2.186 -1.167  0.237
H: -1.611 2.482 0.656  0.259
H: -2.647 1.460 -0.310  0.246
H: 2.945 -0.807 0.332  0.292
H: 2.375 -1.174 -1.478  0.256
H: 1.817 -2.302 -0.357  0.254

Run B
The following is a DFT calculation (ωB97M-V/def2-TZVPD) of 2 unconnected molecules or ions with the total composition C5H8NO.

Calculated values
charge: +1
frontier orbital gap: 9.07 eV
lowest unoccupied orbital energy: -4.2 eV

Each line ends with the natural charge from an NBO analysis.
Geometry (Å):
C: 1.054 2.455 2.040  0.068
C: 1.392 1.032 -0.027  -0.017
C: 0.931 1.262 2.525  0.071
C: -1.025 -1.980 -0.769  0.460
C: -1.697 -1.521 -2.015  -0.740
N: 1.268 1.336 1.192  -0.231
O: -0.247 -1.332 -0.081  -0.617
H: 1.191 3.527 2.089  0.291
H: 1.272 -0.026 -0.364  0.285
H: 1.758 1.878 -0.541  0.215
H: 0.556 0.519 3.285  0.302
H: -1.118 -3.059 -0.337  0.142
H: -0.867 -1.166 -2.828  0.259
H: -2.177 -0.581 -1.716  0.258
H: -2.288 -2.343 -2.453  0.256

Preferred: run B; penalty for the next structure: 0.0466 hartree.

Run A
The following is a DFT calculation (ωB97M-V/def2-TZVPD) of a molecular structure, C5H8NO.

Calculated values
charge: +1
frontier orbital gap: 8.64 eV
lowest unoccupied orbital energy: -6.6 eV

Each line ends with the natural charge from an NBO analysis.
Geometry (Å):
C: 2.204 -1.339 1.183  0.492
C: 0.042 -1.340 0.407  -0.013
C: -0.306 0.480 -0.269  0.561
C: -1.184 0.394 -1.393  -0.817
C: -0.072 1.602 0.513  -0.764
N: 3.325 -1.296 0.964  -0.288
O: 0.934 -1.426 1.428  -0.458
H: -0.996 -1.571 0.720  0.241
H: 0.315 -1.990 -0.515  0.234
H: -2.208 0.577 -1.197  0.334
H: -1.207 -0.641 -1.762  0.265
H: -0.980 1.220 -2.046  0.310
H: 0.073 1.192 1.593  0.299
H: -0.766 2.335 0.389  0.271
H: 0.827 1.803 -0.015  0.333

Run B
The following is a DFT calculation (ωB97M-V/def2-TZVPD) of 2 unconnected molecules or ions with the total composition C5H8NO.

Calculated values
charge: +1
frontier orbital gap (alpha / beta): 8.23 / 6.30 eV
lowest unoccupied orbital energy (alpha / beta): -6.4 / -7.7 eV

Each line ends with the natural charge from an NBO analysis.
Geometry (Å):
C: -0.360 -0.631 -0.854  0.259
C: -0.664 -1.216 -1.983  -0.443
C: -0.129 0.240 0.129  -0.056
C: -1.071 0.396 1.306  -0.630
C: 1.369 0.519 0.266  -0.660
N: -0.310 2.480 -0.508  0.513
O: -0.583 2.677 -1.555  0.023
H: -0.649 -2.264 -1.963  0.269
H: -0.977 -0.667 -2.763  0.250
H: -1.011 -0.607 1.754  0.257
H: -2.043 0.541 1.063  0.238
H: -0.728 1.173 1.906  0.232
H: 1.616 0.085 1.174  0.251
H: 1.759 1.528 0.479  0.243
H: 1.962 0.161 -0.629  0.252

Run C
The following is a DFT calculation (ωB97M-V/def2-TZVPD) of a gas-phase ion, C5H8NO (charge +1).

Calculated values
charge: +1
frontier orbital gap (alpha / beta): 8.08 / 8.08 eV
lowest unoccupied orbital energy (alpha / beta): -6.2 / -6.3 eV

Each line ends with the natural charge from an NBO analysis.
Geometry (Å):
C: 0.617 1.187 0.198  -0.613
C: 2.112 1.090 -0.084  -0.010
C: 0.373 -0.288 0.112  0.473
C: -2.143 -0.526 -0.198  -0.667
C: -0.771 -1.086 0.191  -0.690
N: 2.477 -0.117 -0.031  0.275
O: 3.341 -0.893 -0.093  -0.165
H: 0.333 1.790 1.010  0.303
H: 0.071 1.828 -0.659  0.303
H: 2.958 1.887 0.110  0.274
H: -2.242 0.002 -1.192  0.242
H: -2.620 0.289 0.358  0.248
H: -2.995 -1.189 -0.213  0.264
H: -0.670 -2.056 -0.442  0.367
H: -0.840 -1.917 0.932  0.397

Preferred: run A; penalty for the next structure: 0.0152 hartree.